1.
19
Properties=species:S:1:pos:R:3:lowdin_charge:R:1 method="wB97M-V/def2-TZVPD" lumo_ev=-2.79 fmax_ha_per_bohr=0.0340 total_charge=+1 orbital_gap_ev=11.03 relative_energy_ev=0.276
C -0.67660 -0.77374 1.65716 -0.255
N 0.30043 0.15795 2.19785 0.011
C -1.15784 -0.30183 0.27952 -0.131
N 0.03235 0.10075 -0.52233 0.151
H -0.33307 -1.78868 1.69817 0.111
H -1.57098 -0.82012 2.26484 0.117
H 1.10271 -0.34608 2.56861 0.086
H -0.04870 0.65953 3.00090 0.084
H -1.76737 -1.00409 -0.27537 0.134
H -1.72471 0.60150 0.51106 0.129
H -0.18301 0.71605 -1.30941 0.103
H 0.50904 -0.78603 -0.73354 0.116
H 0.70062 0.69510 -0.02820 0.145
H 3.18337 -1.08936 -0.57961 0.073
H 2.40698 -2.37757 -0.59713 0.071
O 2.29998 -1.43228 -0.77410 -0.046
H -1.77398 2.79047 -2.15914 0.074
H -0.96177 1.98582 -3.17068 0.068
O -1.14115 2.06104 -2.22596 -0.042

2.
46
Properties=species:S:1:pos:R:3:lowdin_charge:R:1 method="wB97M-V/def2-TZVPD" lumo_ev=-0.38 smiles=CCCCNCCC.O.O.O.O.O.O.O fmax_ha_per_bohr=0.0384 total_charge=0 orbital_gap_ev=8.21 relative_energy_ev=2.019
C 1.46838 3.39420 -0.28073 -0.109
C 1.95510 1.95659 -0.47596 -0.247
C 1.62703 0.92317 0.63802 -0.178
C 0.24373 1.12180 1.30233 -0.214
N -0.75100 0.19613 0.75735 -0.073
C -0.48764 -1.21356 0.90112 -0.255
C -1.73318 -2.10383 0.73262 -0.229
C -2.99846 -1.53616 1.41743 -0.088
H 1.50408 3.94944 -1.21438 0.072
H 0.39685 3.44826 -0.06039 0.057
H 1.99003 3.80224 0.58073 0.081
H 1.79250 1.57190 -1.48479 0.094
H 3.04430 2.07236 -0.42199 0.095
H 1.70142 -0.06369 0.19808 0.071
H 2.40126 0.99281 1.39770 0.084
H 0.38168 0.83891 2.35143 0.110
H -0.21052 2.10438 1.26730 0.100
H -1.00384 0.38641 -0.19241 0.110
H 0.25003 -1.57980 0.17376 0.079
H -0.05357 -1.44453 1.87853 0.123
H -1.90102 -2.22095 -0.34321 0.078
H -1.56620 -3.14917 1.00126 0.099
H -2.72500 -0.66468 1.98869 0.030
H -3.66606 -1.08938 0.68188 0.067
H -3.42461 -2.29735 2.05998 0.066
O 0.87108 -2.90653 -1.92422 -0.041
H 1.63985 -2.33684 -2.05216 0.062
H 1.21675 -3.75455 -1.62874 0.068
O -2.29342 1.61270 3.14021 -0.067
H -1.48026 1.20507 2.79764 -0.013
H -2.84107 1.67828 2.35241 0.035
O -1.20062 -1.45663 -2.97209 -0.057
H -0.43228 -1.93664 -2.62137 -0.011
H -1.86650 -2.01445 -3.37180 0.045
O -1.54039 1.42716 -3.69576 -0.065
H -1.07910 0.97550 -2.97052 0.027
H -1.69799 0.62487 -4.21339 0.042
O -3.63308 1.97659 -1.86030 -0.079
H -2.96378 1.99915 -2.56848 -0.009
H -3.90311 1.05868 -1.77932 0.018
O 3.88033 -0.47160 2.77602 -0.068
H 2.92769 -0.43420 2.89319 0.020
H 4.01535 -1.14666 2.09351 -0.008
O 3.73186 -1.67689 0.25827 -0.045
H 3.87163 -2.60302 0.47043 0.058
H 4.54174 -1.21549 0.02210 0.066

3.
83
Properties=species:S:1:pos:R:3:lowdin_charge:R:1 method="wB97M-V/def2-TZVPD" lumo_ev=0.41 smiles="CO[C@H]1[C@@H](O)[C@@H](C)O[C@@H](O[C@H]2CC[C@@]3(C=O)[C@H](CC[C@@H]4[C@@H]3CC[C@]3(C)[C@@H](C5=CC(=O)OC5)CC[C@]43O)C2)[C@@H]1O" fmax_ha_per_bohr=0.0150 total_charge=0 orbital_gap_ev=9.91 relative_energy_ev=0.094
C 8.08480 -1.21480 -1.72459 -0.087
O 6.89557 -1.50429 -1.02996 -0.128
C 6.59848 -0.64559 0.04210 -0.234
C 6.25987 0.79644 -0.40567 -0.283
O 5.31878 0.83997 -1.43587 0.005
C 5.87603 1.62042 0.84208 -0.287
C 5.25949 2.96212 0.45555 -0.013
O 5.01366 0.92431 1.75301 -0.023
C 4.41399 -0.25800 1.31970 -0.300
O 3.44639 -0.06752 0.32204 -0.072
C 2.29648 0.69081 0.71299 -0.287
C 1.67630 1.27108 -0.55722 -0.096
C 1.15512 0.15602 -1.45765 -0.103
C 0.10388 -0.73491 -0.75979 -0.328
C -0.08383 -1.90997 -1.69415 -0.198
O -1.07957 -2.24114 -2.27497 0.081
C 0.74448 -1.29390 0.53256 -0.242
C -0.24789 -2.20663 1.25613 -0.125
C -1.56116 -1.49223 1.54950 -0.123
C -2.18779 -0.95388 0.26097 -0.183
C -1.22007 0.00144 -0.44869 -0.184
C -1.88251 0.59686 -1.69200 -0.117
C -3.19148 1.28343 -1.32183 -0.109
C -4.21639 0.33883 -0.67729 -0.358
C -4.73975 -0.65145 -1.71584 0.004
C -5.33959 1.22878 -0.06496 -0.186
C -6.66703 0.55583 0.02842 -0.161
C -7.14749 -0.32315 0.91166 0.077
C -8.53498 -0.65100 0.54883 -0.470
O -9.30595 -1.40029 1.07924 0.117
O -8.85686 0.06761 -0.56443 0.036
C -7.75931 0.85648 -0.95989 -0.117
C -4.80239 1.63996 1.32318 -0.095
C -3.59958 0.73875 1.63764 -0.078
C -3.57967 -0.35268 0.55812 -0.409
O -4.40412 -1.39157 1.05491 0.012
C 1.27150 -0.18169 1.44081 -0.070
C 5.42957 -1.30113 0.80651 -0.226
O 5.87531 -2.10559 1.86376 0.013
H 8.93056 -1.10887 -1.03413 0.095
H 7.99326 -0.30605 -2.32738 0.089
H 8.25868 -2.06414 -2.38214 0.093
H 7.46922 -0.57936 0.72252 0.166
H 7.16067 1.25756 -0.82732 0.154
H 4.49721 0.43324 -1.11070 0.078
H 6.79442 1.80276 1.41822 0.153
H 6.00057 3.56763 -0.05818 0.089
H 4.92796 3.48021 1.35109 0.086
H 4.41231 2.81301 -0.20783 0.067
H 3.94493 -0.66080 2.23152 0.169
H 2.62969 1.50198 1.37521 0.155
H 2.42928 1.83941 -1.10573 0.116
H 0.87437 1.95467 -0.27789 0.125
H 0.74285 0.58076 -2.37269 0.121
H 2.00414 -0.47114 -1.73782 0.126
H 0.85594 -2.48359 -1.83048 0.145
H 1.61500 -1.89265 0.23850 0.150
H 0.19520 -2.56424 2.18790 0.121
H -0.44614 -3.07817 0.62663 0.123
H -1.38663 -0.67260 2.24697 0.114
H -2.25925 -2.18252 2.02522 0.124
H -2.36341 -1.80490 -0.40575 0.143
H -0.99337 0.82742 0.23245 0.137
H -2.06315 -0.18264 -2.42891 0.110
H -1.22729 1.34285 -2.14472 0.117
H -2.97467 2.10240 -0.63385 0.127
H -3.63328 1.71836 -2.22167 0.127
H -3.94107 -1.30335 -2.06094 0.087
H -5.53955 -1.26581 -1.30872 0.089
H -5.12904 -0.11352 -2.57813 0.095
H -5.46901 2.10859 -0.70303 0.149
H -6.64555 -0.77354 1.74427 0.125
H -7.48074 0.59725 -1.98733 0.137
H -8.04944 1.91381 -0.93827 0.144
H -5.58073 1.52081 2.07375 0.113
H -4.50728 2.68914 1.31771 0.113
H -3.70093 0.26925 2.61330 0.127
H -2.67286 1.30880 1.62107 0.114
H -4.43458 -2.10227 0.40515 0.110
H 0.46724 0.46308 1.79138 0.122
H 1.73215 -0.63893 2.31881 0.125
H 4.91695 -1.97744 0.11649 0.170
H 6.33306 -1.55416 2.51056 0.106

4.
9
Properties=species:S:1:pos:R:3:lowdin_charge:R:1 method="wB97M-V/def2-TZVPD" lumo_ev=-11.47 fmax_ha_per_bohr=0.0838 total_charge=+3 orbital_gap_ev=8.63 relative_energy_ev=1.147
Na 8.88322 17.22961 -10.43566 0.900
Na 6.24426 20.16047 -12.22104 0.933
Na 5.47168 19.82731 -5.59126 0.931
Na 10.94660 20.71125 -10.90202 0.912
Cl 8.32249 20.43967 -8.61271 0.620
O 9.02958 21.50535 -8.11645 -0.220
O 7.58563 20.96342 -9.68522 -0.342
O 9.16306 19.37019 -9.07986 -0.397
O 7.41377 19.85977 -7.61828 -0.337

5.
7
Properties=species:S:1:pos:R:3:lowdin_charge:R:1 method="wB97M-V/def2-TZVPD" lumo_ev=0.61 smiles="N#[N+][O-].N=C=O" fmax_ha_per_bohr=0.0515 total_charge=0 orbital_gap_ev=11.95 relative_energy_ev=0.890
N 2.50642 0.89306 -0.31368 0.239
N 2.28719 -0.18615 -0.16135 -0.319
O 2.15589 -1.30744 0.16144 0.079
N -2.40929 0.19494 -0.25169 0.205
C -1.35357 0.33740 0.28840 -0.409
O -0.36422 0.71058 0.73608 0.159
H -2.82242 -0.64238 -0.45919 0.047

6.
57
Properties=species:S:1:pos:R:3:lowdin_charge:R:1 method="wB97M-V/def2-TZVPD" lumo_ev="-6.63 / -9.13" s2=8.793 spin_multiplicity=6 fmax_ha_per_bohr=0.0717 total_charge=+2 orbital_gap_ev="7.57 / 4.34" relative_energy_ev=2.015
Ir 0.00140 -0.65290 -0.54180 1.438
O 1.14890 -0.01090 7.13140 0.223
C 0.00550 -0.02390 7.15900 -0.456
O -1.13820 -0.02830 7.13220 0.223
C -0.00020 0.29730 4.19590 0.133
C -1.21740 0.19460 3.58840 0.038
C -1.18280 -0.05710 2.20900 -0.197
N -0.00230 -0.19190 1.60020 -0.019
C 1.17840 -0.03700 2.20410 -0.194
C 1.21610 0.21880 3.58270 0.038
C 2.34410 -0.08100 1.31090 -0.201
C 3.65790 -0.08640 1.76980 0.033
C 4.69680 -0.01420 0.85690 0.005
C 4.40030 0.04420 -0.49800 0.000
C 3.07200 0.00390 -0.88780 -0.096
N 2.06990 -0.04970 -0.01450 -0.061
C -2.35260 -0.11280 1.32080 -0.207
C -3.66340 -0.09720 1.78790 0.035
C -4.70720 -0.01670 0.88100 0.006
C -4.41760 0.02010 -0.47560 0.002
C -3.09240 -0.05050 -0.87310 -0.098
N -2.08650 -0.10480 -0.00550 -0.070
H -2.14260 0.28950 4.13270 0.124
H 2.14280 0.33250 4.12070 0.124
H 3.86810 -0.15170 2.82440 0.124
H 5.71900 0.00480 1.19790 0.131
H 5.18000 0.10920 -1.23870 0.127
H 2.79910 0.02260 -1.93430 0.124
H -3.86670 -0.14570 2.84460 0.124
H -5.72640 0.02820 1.22950 0.131
H -5.20060 0.09310 -1.21230 0.127
H -2.82560 -0.05590 -1.92130 0.125
C 0.78670 6.26810 1.21320 -0.027
N 0.12980 4.98150 1.08590 -0.202
C -0.04730 4.27980 2.33680 -0.091
C -0.06860 4.37060 -0.08130 -0.706
S -0.20120 2.65160 -0.09020 0.677
N -0.18180 5.03390 -1.23200 -0.207
C 0.02980 4.36940 -2.49780 -0.083
C -0.73670 6.36850 -1.34540 -0.028
H 1.58300 6.17310 1.95230 0.104
H 0.09390 7.03670 1.55650 0.105
H 1.23530 6.57380 0.27370 0.094
H -0.34030 4.99890 3.09930 0.103
H 0.87730 3.78840 2.65130 0.095
H -0.83110 3.53040 2.24230 0.050
H 0.73850 3.55250 -2.37760 0.056
H 0.44340 5.09280 -3.19890 0.103
H -0.90220 3.97690 -2.91080 0.099
H -1.13440 6.71530 -0.39800 0.091
H -1.55780 6.33930 -2.06430 0.107
H 0.00930 7.07510 -1.71160 0.105
N 0.03440 -2.45940 -1.25270 -0.110
C 0.01550 -3.60930 -0.93750 -0.262
N -0.04630 -4.74020 -0.50750 0.185
C 0.01890 -6.00710 -0.42020 -0.300
N 0.06170 -7.14940 -0.27500 0.205

7.
29
Properties=species:S:1:pos:R:3:lowdin_charge:R:1 method="wB97M-V/def2-TZVPD" lumo_ev=0.72 smiles="CC1=CC(C)=C(C)[C@H]1[Si](C)(C)Cl" fmax_ha_per_bohr=0.0816 total_charge=0 orbital_gap_ev=8.30 relative_energy_ev=0.703
C 1.27054 -2.82792 -0.53684 -0.051
C 0.09952 -1.89473 -0.31919 -0.262
C -1.19825 -2.12279 0.02827 -0.013
C -1.99873 -0.92784 -0.04960 -0.259
C -3.49101 -0.85673 -0.11277 -0.057
C -1.13277 0.11328 -0.31178 -0.249
C -1.27468 1.62913 -0.57122 -0.041
C 0.24781 -0.43894 -0.56214 -0.233
Si 2.06647 0.67986 0.05426 0.364
C 1.75574 0.88619 1.89677 -0.226
C 2.68729 2.13407 -1.08618 -0.229
Cl 3.76102 -0.54895 -0.02231 0.315
H 1.76828 -2.61059 -1.41292 0.053
H 0.94543 -3.77319 -0.44242 0.040
H 2.03810 -2.64288 0.17586 0.029
H -1.59924 -3.02396 0.13779 0.068
H -3.84387 -1.47371 -1.07026 0.119
H -3.80794 0.19720 -0.26456 0.070
H -4.03846 -1.40297 0.68172 0.073
H -2.25079 1.90890 -0.19155 0.065
H -1.01563 1.98114 -1.56874 0.077
H -0.52463 2.07428 0.07742 0.043
H 0.21753 -0.34557 -1.67853 0.144
H 1.54718 -0.16670 2.27155 0.062
H 2.65450 1.27275 2.38117 0.026
H 0.83103 1.43976 1.99039 0.015
H 2.93632 2.96331 -0.46040 -0.003
H 3.70271 1.84503 -1.41224 -0.001
H 2.07512 2.51953 -1.99631 0.063

8.
85
Properties=species:S:1:pos:R:3:lowdin_charge:R:1 method="wB97M-V/def2-TZVPD" lumo_ev=-0.88 smiles="CCCO[C@@H]1OC(=O)O[C@H]1CCCF.O=[N+]([O-])c1ccccc1.O=[N+]([O-])c1ccccc1.O=[N+]([O-])c1ccccc1.O=[N+]([O-])c1ccccc1" fmax_ha_per_bohr=0.1130 total_charge=0 orbital_gap_ev=9.18
C -3.90851 1.32239 5.87117 -0.127
C -3.59762 1.31877 4.29480 -0.211
C -3.31194 -0.22644 3.85937 -0.195
O -2.19657 -0.66782 4.67576 -0.091
C -2.16093 -2.08825 4.81259 -0.227
O -3.34017 -2.61488 5.53407 0.026
C -2.90997 -3.58584 6.48090 -0.363
O -3.40695 -4.69111 6.78306 0.124
O -1.71163 -2.97595 7.04660 0.017
C -0.99594 -2.62596 5.81666 -0.183
C 0.02182 -3.73912 5.21125 -0.100
C 0.08417 -5.09555 6.06911 -0.155
C 1.22008 -5.08873 7.22175 -0.143
F 2.48869 -4.56280 6.74986 -0.130
H -4.42224 2.30074 6.21231 0.077
H -2.89161 1.27738 6.42122 0.082
H -4.59207 0.45024 6.14950 0.080
H -4.54687 1.68578 3.76014 0.108
H -2.70523 1.96102 3.98087 0.114
H -3.10656 -0.27092 2.72403 0.118
H -4.29059 -0.78913 4.03467 0.134
H -2.21405 -2.71919 3.84121 0.182
H -0.32038 -1.68656 5.88889 0.165
H 1.08525 -3.33628 5.09611 0.103
H -0.40420 -4.03030 4.17570 0.122
H 0.40644 -5.92911 5.33002 0.121
H -0.91056 -5.43941 6.50971 0.112
H 0.84324 -4.55984 8.17590 0.130
H 1.42030 -6.18859 7.50084 0.122
O -3.87910 1.53288 1.03210 0.051
N -4.15693 0.95445 -0.01078 -0.339
O -5.27956 0.57589 -0.31368 0.076
C -3.06941 0.69427 -0.95658 -0.149
C -1.76892 1.07718 -0.63103 -0.004
C -0.73523 0.80664 -1.52176 -0.060
C -1.00331 0.16337 -2.72743 -0.064
C -2.30561 -0.20709 -3.05101 -0.053
C -3.34552 0.05674 -2.16529 -0.001
H -1.54658 1.57875 0.30469 0.118
H 0.28170 1.09462 -1.27512 0.106
H -0.19321 -0.05118 -3.41796 0.060
H -2.50877 -0.70544 -3.99326 0.111
H -4.35519 -0.23996 -2.42806 0.119
O 0.40033 -0.85147 -5.03966 0.031
N 0.94060 -0.54880 -6.09837 -0.321
O 0.56834 -0.93189 -7.19681 0.088
C 2.11298 0.32691 -6.04111 -0.140
C 2.59216 0.75611 -4.80393 0.001
C 3.71977 1.56831 -4.75410 -0.061
C 4.35684 1.94953 -5.93153 -0.065
C 3.86764 1.52620 -7.16353 -0.070
C 2.74246 0.71149 -7.22347 -0.010
H 2.10521 0.46636 -3.87921 0.110
H 4.10490 1.90272 -3.79632 0.109
H 5.24023 2.57957 -5.88844 0.111
H 4.36646 1.82919 -8.07786 0.115
H 2.37336 0.38629 -8.19020 0.121
O 1.72966 3.90933 -7.25708 0.071
N 1.10261 3.67465 -8.28070 -0.336
O 1.60014 3.24746 -9.31392 0.068
C -0.34026 3.92580 -8.27006 -0.143
C -0.93915 4.44713 -7.12422 0.000
C -2.30565 4.70640 -7.12665 -0.065
C -3.06346 4.44158 -8.26377 -0.071
C -2.46138 3.91135 -9.40132 -0.065
C -1.09494 3.65144 -9.40915 0.000
H -0.36001 4.65796 -6.23180 0.119
H -2.78063 5.11831 -6.24229 0.110
H -4.12914 4.65051 -8.26381 0.109
H -3.05768 3.70421 -10.28373 0.109
H -0.63746 3.24122 -10.30292 0.120
O 4.30097 1.91705 3.23205 0.068
N 3.72472 1.24546 4.07733 -0.348
O 2.83197 1.66251 4.80155 0.073
C 4.13547 -0.15195 4.23536 -0.147
C 5.17462 -0.65584 3.45474 -0.005
C 5.57725 -1.97655 3.62488 -0.068
C 4.94175 -2.78385 4.56411 -0.063
C 3.89770 -2.27815 5.33363 -0.068
C 3.49017 -0.95748 5.17229 0.001
H 5.67800 -0.03751 2.71963 0.118
H 6.38955 -2.37670 3.02685 0.107
H 5.26246 -3.81278 4.69803 0.110
H 3.40419 -2.91331 6.06239 0.080
H 2.67748 -0.57439 5.78023 0.117

What did the fourth record say?
9
Properties=species:S:1:pos:R:3:lowdin_charge:R:1 method="wB97M-V/def2-TZVPD" lumo_ev=-11.47 fmax_ha_per_bohr=0.0838 total_charge=+3 orbital_gap_ev=8.63 relative_energy_ev=1.147
Na 8.88322 17.22961 -10.43566 0.900
Na 6.24426 20.16047 -12.22104 0.933
Na 5.47168 19.82731 -5.59126 0.931
Na 10.94660 20.71125 -10.90202 0.912
Cl 8.32249 20.43967 -8.61271 0.620
O 9.02958 21.50535 -8.11645 -0.220
O 7.58563 20.96342 -9.68522 -0.342
O 9.16306 19.37019 -9.07986 -0.397
O 7.41377 19.85977 -7.61828 -0.337